No. 1
20
Properties=species:S:1:pos:R:3:lowdin_charge:R:1 method="wB97M-V/def2-TZVPD" smiles="C[C@@H]1N[C@H]2C[C@]2(C)C1=O" lumo_energy_ev=0.8 total_energy_ev=-10967.7892 homo_energy_ev=-8.490 de_lowest_ev=7.487
C 2.49203 -0.25916 -0.09508 -0.097
C 1.05751 -0.22397 0.48530 -0.276
N 0.08031 -1.32912 -0.13590 0.000
C -0.62427 -0.45186 -1.01244 -0.208
C -1.95214 0.42130 -1.02477 -0.023
C -0.99604 0.72950 0.13686 -0.354
C -1.69037 0.15593 1.23044 -0.110
C 0.44549 1.17327 0.18091 -0.307
O 1.12592 2.07917 -0.26545 0.090
H 2.80659 0.18484 -1.10399 0.084
H 2.95523 -1.35225 -0.18618 0.100
H 3.17888 0.34705 0.71931 0.128
H 1.26679 -0.54055 1.45774 0.097
H 0.46197 -1.97750 -0.91840 0.143
H 0.05571 0.15923 -1.71747 0.155
H -2.22038 0.71832 -2.14445 0.148
H -2.79602 0.17069 -0.40743 0.047
H -2.60895 -0.56085 0.91441 0.140
H -0.95646 -0.42780 2.08421 0.162
H -2.08179 0.98377 1.80239 0.079


No. 2
32
Properties=species:S:1:pos:R:3:lowdin_charge:R:1 method="wB97M-V/def2-TZVPD" total_charge=-2 spin_multiplicity=2 lumo_energy_ev="3.9 / 3.5" s2=0.766 total_energy_ev=-168701.7248 homo_energy_ev="-1.461 / -1.273" de_lowest_ev=16.088
Mg -0.48686 0.46732 0.09119 0.055
S -0.32495 -2.20166 -0.04510 -0.023
S -2.06471 -2.89847 0.48797 -0.116
S -3.19879 -0.86871 1.01159 -0.104
S -2.48394 0.40231 2.00812 0.110
C 4.32927 3.09953 -0.37328 0.006
C 3.74007 2.03912 0.79850 -0.416
O 2.80147 1.03703 0.71458 -0.418
P 2.03243 0.41190 2.06437 0.162
O 0.67406 -0.48087 1.59243 -0.726
Te 1.58016 1.32695 3.94160 0.425
O 3.46202 -0.75868 2.67802 -0.396
C 3.82209 -1.75638 1.77398 -0.420
C 4.90692 -2.14211 2.59067 -0.136
H 5.13247 3.35564 -0.02768 -0.072
H 3.37147 2.92105 -0.51023 -0.069
H 4.66520 1.98103 -1.33894 0.175
H 3.51391 2.73833 1.64483 0.077
H 4.90053 1.63924 1.22745 0.154
H 4.03605 -1.12704 1.09861 0.036
H 3.26850 -2.68066 1.71014 0.128
H 5.63560 -1.15876 2.98490 0.150
H 5.34619 -2.88572 1.59100 0.160
H 4.77739 -2.31160 3.54576 -0.007
F -0.91391 0.51454 -1.45642 -0.438
Sb -2.07407 1.38255 -3.00887 1.487
F -3.23298 0.22608 -2.75762 -0.261
F -2.93990 2.85409 -1.58320 -0.458
F -2.96975 2.32326 -4.36890 -0.367
F -0.37095 2.37378 -3.43238 -0.395
F -1.23323 0.15399 -4.04680 -0.338
Br 0.49928 2.84554 0.38818 0.032


No. 3
73
Properties=species:S:1:pos:R:3:lowdin_charge:R:1 method="wB97M-V/def2-TZVPD" total_charge=-1 lumo_energy_ev=2.1 total_energy_ev=-140378.7232 homo_energy_ev=-4.833 de_lowest_ev=1.637
Ca 0.22332 1.59885 -1.08017 1.419
O -3.79788 1.42702 -1.70027 0.013
C -2.61796 1.06502 -1.68053 -0.619
O -1.77996 1.27695 -0.74607 -0.226
C -2.10250 0.17492 -2.84143 -0.090
C -1.19199 -0.92804 -2.26641 -0.255
C -0.97746 -2.03461 -3.31203 -0.091
C 0.00085 -1.33305 -4.29048 -0.089
C 0.15706 0.04454 -3.62012 -0.255
O 0.09206 -0.29692 -2.22549 -0.197
C -1.12990 0.86664 -3.85311 -0.088
C -0.89156 2.40423 -3.68406 -0.611
O -1.25145 3.11542 -4.62385 0.011
O -0.30227 2.78642 -2.62198 -0.196
H -2.97480 -0.23153 -3.34874 0.145
H -1.47475 -1.26620 -1.27222 0.151
H -1.91337 -2.33370 -3.78325 0.110
H -0.52124 -2.91587 -2.85855 0.105
H -0.39604 -1.24861 -5.30092 0.111
H 0.96019 -1.85032 -4.33340 0.105
H 1.07593 0.58026 -3.83193 0.146
H -1.48657 0.75097 -4.87364 0.140
Br 6.28698 -2.74386 -0.24924 0.646
C 4.99007 -1.43036 -0.75076 -0.709
C 4.59887 -1.32110 -2.09342 -0.138
C 3.66005 -0.39328 -2.44816 -0.004
C 3.02749 0.47892 -1.49410 -0.372
O 2.18499 1.34424 -1.85154 -0.179
C 3.43752 0.30449 -0.11931 -0.144
C 2.79254 0.98382 0.96525 -0.087
N 1.76628 1.75030 0.86015 0.036
C 1.09023 2.22752 1.98247 -0.200
C 1.38430 1.97258 3.30809 -0.022
C 0.54515 2.41607 4.34278 -0.093
C -0.61394 3.09228 4.07626 -0.054
C -0.95681 3.38561 2.73921 -0.157
C -2.16359 4.02097 2.36313 -0.015
C -2.41641 4.26777 1.04493 -0.027
C -1.44105 3.92308 0.08938 -0.107
N -0.32293 3.31983 0.40271 0.025
C -0.08057 3.00366 1.69493 -0.157
C 4.43570 -0.63075 0.20809 -0.124
H 5.05457 -1.96415 -2.83547 0.094
H 3.36313 -0.28505 -3.48452 0.109
H 3.21544 0.74938 1.95025 0.115
H 2.25634 1.39400 3.58201 0.095
H 0.81592 2.18939 5.36719 0.096
H -1.27554 3.39739 4.87870 0.104
H -2.88046 4.28713 3.13185 0.111
H -3.35135 4.70563 0.72387 0.107
H -1.58391 4.13879 -0.96395 0.121
H 4.75173 -0.72432 1.24124 0.102
C -2.77862 -0.41644 1.68187 -0.022
N -1.85109 -1.49954 1.96589 -0.082
C -2.43115 -2.73718 2.43811 -0.176
C -1.37239 -3.55916 3.14759 -0.161
C -0.25230 -3.81824 2.16095 -0.183
N 0.20518 -2.57051 1.58927 -0.083
C 1.46679 -2.63324 0.87866 -0.026
C -0.56980 -1.43024 1.47799 -0.451
O -0.12074 -0.39981 0.98472 0.040
H -3.33824 -0.16412 2.58585 0.087
H -3.49072 -0.70113 0.89978 0.098
H -2.23050 0.45081 1.32704 0.068
H -2.86063 -3.31673 1.60756 0.128
H -3.24821 -2.48989 3.11855 0.118
H -1.78838 -4.49601 3.51949 0.112
H -0.98212 -2.98608 3.99142 0.121
H -0.59647 -4.50406 1.37314 0.124
H 0.59736 -4.29540 2.65750 0.119
H 2.27615 -2.91332 1.55899 0.092
H 1.67523 -1.66084 0.45186 0.069
H 1.42021 -3.37123 0.07036 0.096


No. 4
83
Properties=species:S:1:pos:R:3:lowdin_charge:R:1 method="wB97M-V/def2-TZVPD" total_charge=-2 spin_multiplicity=2 lumo_energy_ev="3.0 / 3.0" s2=0.750 total_energy_ev=-272009.1854 homo_energy_ev="0.798 / -2.944"
O 0.29558 -1.48787 -0.87119 -0.438
V 1.18691 -0.30240 -1.46251 0.372
O 1.27670 0.74876 -0.28591 -0.438
C -0.08682 6.33351 -4.27193 -0.066
C 0.04806 5.34590 -3.17632 -0.284
C -1.25621 5.21825 -2.30251 -0.158
O -1.35312 4.26498 -1.22699 -0.184
C -0.31834 4.05261 -0.32300 -0.101
N 0.34368 3.95123 -3.81195 0.236
H -0.30447 3.86621 -4.58186 0.143
H 1.30304 3.89412 -4.12253 0.113
H 0.08111 3.15592 -3.24747 -0.007
H -0.17671 7.37446 -3.96138 0.092
H -0.85189 6.08774 -5.00837 0.090
H 0.83436 6.30773 -4.85406 0.089
H 0.89730 5.50868 -2.51269 0.143
H -2.13234 5.07589 -2.93515 0.126
H -1.46007 6.22698 -1.94331 0.118
H -0.83295 3.76756 0.59462 0.100
H 0.24110 4.97638 -0.17534 0.083
H 0.41051 3.30927 -0.64599 0.065
C -2.64118 -2.26731 0.15450 -0.026
C -3.63524 -2.86257 1.23192 -0.230
C -4.26641 -4.19122 0.57541 -0.122
O -5.22680 -4.79341 1.52027 -0.229
C -6.04960 -5.76846 0.84071 -0.110
N -3.00630 -3.07148 2.61462 0.243
H -2.29137 -3.77509 2.49672 0.158
H -2.59923 -2.22343 2.98233 0.102
H -3.69692 -3.43498 3.25572 0.154
H -3.15896 -1.91441 -0.73740 0.097
H -2.02405 -3.05034 -0.28609 0.069
H -2.02804 -1.40754 0.42459 0.065
H -4.44475 -2.14551 1.36836 0.142
H -3.46814 -4.89520 0.34032 0.126
H -4.95296 -3.97089 -0.24202 0.124
H -6.62496 -6.27088 1.61829 0.084
H -5.48064 -6.56508 0.36136 0.082
H -6.64822 -5.31641 0.04989 0.084
C 3.49006 0.62379 2.58764 -0.112
C 2.96580 -0.35636 3.57492 -0.304
C 2.90649 -1.78511 2.92551 -0.223
O 2.48605 -2.73245 3.87231 -0.265
C 1.47894 -3.65534 3.44716 -0.102
N 4.06732 -0.36665 4.69861 0.094
H 3.87999 -1.04865 5.41964 -0.004
H 4.94538 -0.74451 4.37254 0.019
H 4.17584 0.54292 5.12406 -0.012
H 2.83474 0.68740 1.71896 0.050
H 4.51515 0.43824 2.26694 0.086
H 3.38317 1.66902 2.87775 0.076
H 2.09349 -0.07868 4.16659 0.113
H 3.85803 -2.10127 2.49805 0.105
H 2.31633 -1.79364 2.00915 0.083
H 0.46804 -3.29241 3.63284 0.066
H 1.66938 -4.54922 4.04114 0.076
H 1.62261 -4.02639 2.43239 0.094
C 3.76253 3.07226 -1.09383 -0.582
F 4.90512 3.80314 -1.07123 0.092
F 3.72779 2.23133 -0.04392 0.116
F 2.73991 3.94029 -0.98777 0.088
S 3.64900 2.12412 -2.79428 0.510
O 4.97746 1.52351 -3.02253 -0.321
O 2.56805 1.18574 -2.47463 -0.448
O 3.28885 3.01871 -3.86088 -0.342
C -0.78711 -3.11279 -4.10661 -0.654
F -1.22424 -4.31406 -4.52746 0.098
F -1.45822 -2.25424 -4.84898 0.111
F -1.14550 -3.05469 -2.80840 0.086
S 1.07172 -2.77301 -4.21303 0.524
O 1.34671 -1.67288 -3.29205 -0.437
O 1.63904 -4.02663 -3.77932 -0.333
O 1.42453 -2.55617 -5.67377 -0.374
C -0.54134 0.65624 2.94299 -0.546
F -0.22834 0.87542 4.27087 0.053
F -0.00115 1.57388 2.10205 0.106
F -0.19881 -0.59145 2.55867 0.107
S -2.49710 0.91409 2.83577 0.472
O -3.18372 -0.27526 3.42277 -0.403
O -2.80619 2.15397 3.51569 -0.339
O -2.78652 1.01437 1.42876 -0.334
Br -0.87808 0.86904 -2.85355 0.037
Br 3.57714 -1.50733 -0.73519 -0.029


No. 5
60
Properties=species:S:1:pos:R:3:lowdin_charge:R:1 method="wB97M-V/def2-TZVPD" total_charge=+1 spin_multiplicity=5 lumo_energy_ev="-2.1 / -5.0" s2=6.021 total_energy_ev=-67106.1195 homo_energy_ev="-10.636 / -12.237" de_lowest_ev=0.000
Pt -0.06100 1.27697 -0.61522 1.173
C 3.64297 -0.40691 0.11274 -0.049
C 3.49896 0.98535 -0.48637 -0.560
O 4.73798 1.50883 -0.98161 -0.049
P 2.78919 2.18008 0.74562 0.489
O 3.82175 2.01875 1.94380 -0.082
O 3.07051 3.64278 0.24142 -0.088
O 1.35736 1.92910 1.13355 -0.386
P 2.34518 1.04425 -1.93803 0.326
O 3.24025 0.96800 -3.22636 -0.063
O 1.34046 -0.08628 -1.93095 -0.368
O 1.62294 2.38347 -1.73246 -0.415
H 4.35505 -0.39128 0.93867 0.095
H 3.99826 -1.09662 -0.65367 0.108
H 2.69216 -0.77431 0.48938 0.042
H 5.39243 1.53873 -0.27374 0.111
H 3.67450 2.61013 2.69775 0.114
H 2.55383 3.83853 -0.56275 0.089
H 4.04567 1.50860 -3.19628 0.103
C -1.70494 -0.34807 1.97169 -0.238
P -0.58204 -0.83510 0.63719 0.945
C -1.48875 -1.96449 -0.43029 -0.373
C -2.61436 -2.63391 0.04952 -0.079
C -3.29376 -3.52267 -0.76944 -0.064
C -2.85277 -3.74877 -2.06654 -0.061
C -1.73501 -3.07979 -2.55001 -0.057
C -1.05176 -2.18246 -1.73809 -0.096
C 0.75085 -1.74240 1.43488 -0.373
C 1.34329 -2.83850 0.80994 -0.082
C 2.41836 -3.47610 1.41001 -0.062
C 2.91141 -3.02056 2.62578 -0.062
C 2.32950 -1.92277 3.24810 -0.064
C 1.25371 -1.27953 2.65372 -0.098
H -1.84993 -1.16412 2.67837 0.065
H -2.65762 -0.05999 1.52895 0.035
H -1.29286 0.51571 2.49217 0.050
H -2.96771 -2.47239 1.06101 0.101
H -4.16704 -4.03979 -0.39278 0.112
H -3.38455 -4.44639 -2.70251 0.113
H -1.39536 -3.24894 -3.56527 0.114
H -0.19071 -1.64320 -2.12482 0.076
H 0.96626 -3.19830 -0.14023 0.111
H 2.87071 -4.33342 0.92657 0.115
H 3.74897 -3.52507 3.09313 0.114
H 2.71409 -1.56646 4.19752 0.114
H 0.81990 -0.40842 3.13627 0.106
C -4.33722 1.61570 -0.94090 -0.034
C -3.06510 2.43056 -0.68148 -0.711
C -2.75934 3.34480 -1.87922 -0.038
C -3.18508 3.24682 0.60955 -0.035
N -1.95142 1.52553 -0.53556 -0.031
H -5.16625 2.30157 -1.12249 0.095
H -4.58617 0.99368 -0.07656 0.080
H -4.21696 0.97188 -1.81511 0.089
H -3.57772 4.05834 -1.98520 0.096
H -2.67341 2.76423 -2.80053 0.091
H -1.83014 3.89599 -1.72093 0.082
H -3.97088 3.99251 0.48145 0.097
H -2.24843 3.76045 0.83294 0.086
H -3.44826 2.60565 1.45370 0.081